This record from OMol25 describes a molecular structure, C3H6N2S2. The level of theory is ωB97M-V/def2-TZVPD.

Output
Relative energy (zero: lowest compared OMol25 entry of this formula, charge and spin): 415.13 kJ/mol
LUMO level: -0.850 eV
Orbital gap: 0.3077 Ha
Total energy: -1023.64482 hartree

Each line ends with the Löwdin charge.
Atoms and positions in Å:
C  -0.7515  -0.4760  -0.6189  -0.3510
C  0.0844  -0.0896  0.3560  -0.1692
C  1.6371  -0.0547  0.2006  -0.0748
N  -2.1533  -0.6112  -0.4566  -0.2582
N  -4.4085  0.6011  -0.2220  -0.2626
S  -1.9434  2.4575  -0.8462  0.2649
S  -2.8320  0.7840  -0.4309  0.4063
H  -0.4278  -0.8708  -1.6546  0.1438
H  -0.3164  0.2403  1.3781  0.1288
H  2.2738  -0.4055  1.1239  0.1166
H  1.7573  0.9999  0.1353  0.0553
H  1.8678  -0.5871  -0.5964  0.0023
H  -4.9706  1.4488  -0.2616  -0.0022

Atomic forces in eV per Å
C 1.4 -1.2 -0.8
C 0.5 -0.6 1.1
C -2.3 1.4 5.4
N -0.4 2.0 0.2
N 3.2 -0.2 -0.2
S -0.5 -0.9 0.4
S -3.7 -0.4 -0.2
H -0.1 0.7 1.8
H 0.4 -0.5 -1.7
H -1.6 0.5 -1.6
H 1.0 0.9 -0.5
H 1.5 -2.1 -3.8
H 0.7 0.3 -0.1